No. 1
{"formula": "C23H41AlN2OP3", "method": "the ωB97M-V functional and the def2-TZVPD basis", "species": ["P", "P", "P", "Al", "O", "N", "N", "C", "C", "C", "C", "C", "C", "C", "C", "C", "C", "C", "C", "C", "C", "C", "C", "C", "C", "C", "C", "C", "C", "C", "H", "H", "H", "H", "H", "H", "H", "H", "H", "H", "H", "H", "H", "H", "H", "H", "H", "H", "H", "H", "H", "H", "H", "H", "H", "H", "H", "H", "H", "H", "H", "H", "H", "H", "H", "H", "H", "H", "H", "H", "H"], "coordinates": [[-1.98172, -1.16931, 0.99777], [1.89965, 1.19694, -0.51040], [1.46911, -0.73108, 2.80313], [-0.06135, -0.52962, -0.43181], [-0.86190, -0.26792, -2.03308], [1.09617, -2.23174, -0.47197], [4.14747, -5.45293, 2.49523], [3.48528, -4.88716, 1.70999], [2.43853, -2.26780, -0.70296], [1.29362, -4.34540, 0.64882], [-1.59523, 1.36182, -3.64602], [-1.85690, 3.23886, -1.58884], [2.68116, -4.16235, 0.74235], [-1.50562, 2.73110, -3.93728], [1.13945, 0.71050, 3.80440], [0.54306, -3.39636, -0.02827], [3.25245, -3.20211, -0.09576], [-3.38400, -1.21925, -0.18744], [-1.74820, 1.87134, -1.27022], [1.68237, 2.68662, 0.54246], [-2.51518, 0.08232, 2.22645], [3.26845, -0.95810, 2.87985], [-1.44929, 0.93366, -2.30167], [0.81920, -2.11080, 3.75303], [-2.18203, -2.79196, 1.83127], [-4.61079, 3.79954, -4.03569], [-1.74906, 3.66030, -2.92053], [-4.41000, 2.89586, -5.00957], [3.70993, 0.86970, -0.33398], [1.92521, 1.93675, -2.19785], [1.11138, 2.65769, -2.32986], [-1.35286, 3.11949, -4.96449], [-5.53879, 3.82480, -3.43724], [-3.05479, -1.73349, -1.09824], [-1.78511, 0.15762, 3.04548], [-3.04496, -2.79519, 2.52033], [-1.70513, 0.59319, -4.42348], [-5.04329, 2.00898, -5.12899], [1.66462, 0.46542, 4.74833], [-0.25404, -2.07696, 4.01952], [-1.28592, -3.07321, 2.40749], [2.05459, 3.57881, 0.01821], [-3.73095, 3.11655, -5.85724], [3.70288, -0.43812, 3.74574], [2.23732, 2.57581, 1.48431], [-3.49175, -0.19796, 2.64644], [4.10060, 1.26480, 0.61871], [2.84879, -1.48336, -1.34584], [1.42767, -2.08660, 4.67795], [3.72839, -0.55766, 1.96942], [0.05484, 0.81362, 3.96076], [-3.70796, -0.20701, -0.45606], [2.88418, 2.43449, -2.39891], [3.95873, -0.20122, -0.38828], [1.79624, 1.12259, -2.91970], [4.25723, 1.36263, -1.15649], [-1.78439, 1.52072, -0.22576], [-2.61752, 1.07473, 1.76146], [-4.02715, 4.72858, -4.01447], [3.47603, -2.03698, 2.95340], [-1.93738, 4.69365, -3.20043], [4.34070, -3.17268, -0.21618], [-4.22951, -1.76952, 0.24362], [-2.35927, -3.57703, 1.07638], [-0.53037, -3.52860, -0.19522], [1.04990, -3.03342, 3.20432], [-1.99409, 3.96148, -0.78005], [0.62258, 2.85213, 0.77966], [0.86272, -0.65642, 1.42841], [1.54392, 1.62744, 3.34776], [0.81203, -5.18122, 1.14780]], "atomic_forces_ev_per_a": [[-1.740, 0.160, 0.112], [0.284, 1.590, -0.725], [0.069, -0.101, 0.729], [-0.233, -0.032, -3.137], [0.309, -0.901, 1.995], [-0.253, -0.695, -0.910], [-1.621, 1.456, -1.765], [1.228, -1.307, 1.021], [-0.343, 0.552, 0.312], [0.020, -0.017, 0.032], [0.876, -0.269, 0.038], [-0.191, -0.052, -0.201], [-0.205, -0.008, 0.271], [-0.948, -0.324, -0.010], [-0.359, 0.398, -0.355], [0.048, 0.358, 0.452], [0.691, -0.064, -0.031], [0.335, 0.060, -0.317], [1.175, -0.468, -0.839], [-0.346, -0.124, 0.468], [0.398, 0.180, 0.128], [0.053, -0.275, -0.982], [-0.308, 1.939, -0.069], [-0.178, -0.364, -0.078], [0.636, -0.466, 0.200], [-0.770, 0.156, -1.134], [0.472, -0.168, 0.688], [-0.463, 0.762, -0.070], [0.433, -0.712, 0.353], [-0.556, -0.532, -0.265], [-0.044, -0.225, 0.054], [-0.421, -0.623, 0.702], [0.856, -0.476, 0.069], [-0.147, 0.121, 0.098], [-0.313, -0.024, -0.155], [0.277, 0.290, -0.370], [0.693, 0.415, 0.224], [0.187, 0.413, 0.102], [-0.361, 0.362, -0.308], [0.619, 0.178, -0.193], [-0.409, 0.031, -0.235], [-0.006, -0.362, 0.084], [-0.079, -0.403, 0.868], [-0.395, -0.100, -0.150], [-0.100, 0.085, -0.269], [0.280, -0.050, -0.164], [-0.228, -0.111, -0.351], [-0.217, -0.324, 0.380], [-0.308, -0.119, -0.306], [0.089, -0.151, 0.231], [0.460, 0.117, 0.164], [0.153, -0.179, 0.017], [-0.269, -0.157, 0.338], [0.034, 0.509, 0.108], [-0.020, 0.244, -0.093], [-0.390, -0.132, 0.388], [0.046, 0.180, -0.195], [0.056, -0.358, 0.087], [-0.253, -0.419, -0.007], [0.050, 0.353, -0.064], [0.470, -0.101, 0.290], [-0.440, 0.098, -0.047], [0.254, 0.137, 0.105], [0.037, 0.360, 0.245], [0.388, 0.179, 0.360], [-0.114, 0.065, 0.300], [-0.233, -0.189, -0.368], [0.241, 0.002, -0.149], [1.147, -0.084, 2.144], [-0.122, -0.310, 0.365], [0.017, 0.025, -0.213]], "homo_lumo_gap_ev": 4.5, "charge": 3}

***

No. 2
{"formula": "C23H41AuNO2P2", "method": "the ωB97M-V functional and the def2-TZVPD basis", "species": ["Au", "P", "P", "O", "O", "N", "C", "C", "C", "C", "C", "C", "C", "C", "C", "C", "C", "C", "C", "C", "C", "C", "C", "C", "C", "C", "C", "C", "C", "H", "H", "H", "H", "H", "H", "H", "H", "H", "H", "H", "H", "H", "H", "H", "H", "H", "H", "H", "H", "H", "H", "H", "H", "H", "H", "H", "H", "H", "H", "H", "H", "H", "H", "H", "H", "H", "H", "H", "H", "H"], "coordinates": [[-1.56998, 3.61732, -2.77667], [-0.88560, 0.43519, -2.28250], [-3.33190, 1.92947, -0.54054], [-1.98326, -2.45958, 1.37442], [-1.24938, -2.63612, -0.67061], [-2.00496, -2.11366, 0.18508], [-3.58036, 5.31085, -3.38322], [-2.67948, 0.87242, -1.95580], [-4.23282, 3.40330, -1.57224], [0.91294, -1.45951, 2.69846], [-3.76137, 2.42911, -4.43100], [-2.77215, 3.15368, 0.72511], [-5.12937, 2.79612, -3.99796], [1.26122, -0.57397, 1.58510], [-0.38521, 1.42948, -3.77339], [-3.66655, 0.59256, 0.67619], [2.03360, 0.18074, -0.43608], [-2.88536, 4.80900, -4.67873], [2.07424, 2.71422, 0.04179], [0.62472, 1.65988, 2.67487], [1.19169, 0.84426, 1.59275], [2.47517, 0.19149, -1.85048], [2.01965, -2.38096, -0.08375], [1.78974, -0.98142, 0.33644], [-3.31563, 4.42430, -2.17474], [-5.36977, 2.96945, -2.49123], [-2.67511, 3.29215, -4.65888], [-1.23091, -1.07454, -3.28701], [1.74652, 1.31168, 0.36831], [0.77239, -0.90474, 3.62517], [3.09769, 2.90235, 0.41317], [-5.81882, 1.97202, -4.28684], [-4.71073, 3.80597, -0.65191], [-5.75977, 2.03898, -2.07788], [1.08344, -2.96216, -0.16009], [-3.70428, 3.56663, 1.17497], [0.01704, -2.04985, 2.49414], [-2.26538, 2.68745, 1.57109], [-2.03094, 2.88456, -5.45793], [-2.19950, 4.00725, 0.34268], [2.66605, -2.87679, 0.65043], [-3.18509, 6.33654, -3.21177], [1.84886, -0.49492, -2.44127], [-1.43916, -1.92104, -2.62041], [-0.31376, 1.21001, 3.03160], [-3.08803, 1.30020, -2.89442], [2.08232, 2.90016, -1.04042], [-0.36455, 2.58065, -3.75673], [1.40717, 3.42138, 0.54272], [-5.50038, 3.71174, -4.48726], [-3.07517, 0.81371, 1.58133], [2.54630, -2.42655, -1.04688], [-6.14758, 3.73919, -2.32690], [0.68343, 1.20515, -3.90872], [2.43332, 1.20211, -2.27258], [-2.07904, -0.90963, -3.96092], [-3.34295, 5.23218, -5.58144], [-2.91756, 5.03334, -1.32545], [-3.21562, -0.10754, -1.82295], [-3.68572, 1.40167, -4.80414], [1.29899, 1.71234, 3.54512], [-4.65233, 5.34534, -3.53100], [1.72443, -2.17287, 2.87817], [-1.84371, 5.15846, -4.65899], [-0.32965, -1.27996, -3.87986], [-4.74066, 0.59838, 0.89213], [3.51110, -0.17251, -1.93191], [-0.94189, 1.06387, -4.64172], [0.42764, 2.68247, 2.33330], [-3.34475, -0.38455, 0.28519]], "atomic_forces_ev_per_a": [[1.975, -1.400, 1.754], [-0.324, -0.295, 0.412], [0.988, 0.535, -1.182], [0.838, -0.315, -0.530], [0.262, -0.319, 1.247], [-0.817, 0.942, -0.629], [-0.462, 0.233, -0.558], [-0.013, -0.099, -0.215], [-1.810, -0.707, 1.043], [0.283, -0.160, 0.514], [1.860, 1.009, -1.697], [0.835, 0.400, 0.147], [-1.075, -0.111, 0.355], [-0.008, 0.057, 0.183], [0.453, 0.403, 0.138], [-1.112, 0.246, -0.058], [0.003, 0.178, -0.233], [0.662, -0.155, 0.541], [0.212, 0.178, -0.081], [-0.288, 0.353, 0.390], [0.240, -0.166, -0.476], [0.269, -0.066, -0.081], [0.413, -0.065, -0.263], [-0.250, -0.650, -0.287], [2.332, 1.574, 2.760], [-0.507, -0.022, 0.859], [-4.558, -1.493, -3.082], [0.186, -0.074, 0.158], [-0.145, -0.073, 0.154], [-0.124, 0.016, -0.040], [-0.273, 0.111, -0.136], [0.450, 0.631, -0.123], [0.063, 0.165, -0.750], [-0.284, -0.006, -0.089], [0.020, 0.317, 0.105], [0.252, -0.435, -0.570], [-0.231, -0.054, -0.219], [0.288, 0.024, -0.324], [0.324, 0.303, 0.915], [-0.091, -0.349, 0.065], [-0.170, -0.039, 0.015], [-0.547, -0.695, 0.226], [0.215, 0.221, 0.150], [0.114, 0.236, -0.067], [0.234, 0.133, -0.045], [0.244, -0.106, 0.828], [-0.082, 0.006, 0.343], [0.437, -1.101, -0.337], [0.106, -0.068, -0.167], [0.335, -0.408, -0.118], [-0.512, -0.054, -0.416], [-0.247, 0.019, 0.232], [0.126, -0.455, -0.292], [-0.285, -0.064, -0.051], [0.008, -0.327, 0.031], [0.147, 0.050, -0.031], [-0.073, -0.454, 0.022], [-0.870, -0.010, -0.693], [0.555, 0.796, 0.262], [0.323, 0.272, 0.186], [-0.132, -0.009, -0.226], [-0.263, 0.491, -0.221], [-0.069, -0.035, -0.111], [-0.228, 0.744, -0.188], [-0.228, -0.104, 0.049], [0.173, -0.317, 0.365], [-0.187, 0.090, -0.007], [0.115, 0.557, 0.006], [0.036, -0.203, 0.189], [-0.109, 0.174, -0.046]], "homo_lumo_gap_ev": [6.1, 4.1], "s2": 2.00, "multiplicity": 3, "charge": 1}

***

Values of ΔE to the lowest compared entry with this formula, charge and spin, in order: 199.9, 194.1, all in kJ/mol.